52
Properties=species:S:1:pos:R:3:forces:R:3 method="wB97M-V/def2-TZVPD" homo_ha=-0.416 charge=+1 e_lumo_ev=-5.0 max_force_ev_per_a=3.9
C -0.965611 1.149395 -3.718121 0.30 -0.57 -0.60
C 0.076266 0.112365 -3.062089 -0.35 -0.78 -0.24
B -0.341801 -0.345394 -1.537626 1.15 -1.47 -1.88
O -0.576998 -1.737642 -1.317635 -1.09 2.96 0.10
C -0.403470 0.830954 -0.411197 -1.58 0.49 1.02
C -0.936086 0.539397 1.058301 -0.97 1.07 -0.15
P -2.109333 -0.915412 1.398948 0.47 -2.42 1.84
O -2.653964 -0.606221 3.018158 1.18 1.81 -2.49
Br -3.914076 -0.889126 0.031726 0.38 0.98 0.17
C 0.340958 0.466719 2.006915 -1.61 1.28 0.51
F 0.810003 -0.818301 2.402793 -0.24 1.96 -1.48
C 1.301956 1.408274 1.145506 -1.28 -1.72 0.50
N 0.859650 1.570149 -0.091707 2.44 0.29 2.68
C 1.721528 2.476084 -0.898674 0.86 1.42 -1.69
C 1.430445 4.038176 -0.614283 -0.14 2.69 2.41
O 1.632099 4.489945 0.543960 -0.40 -2.21 -3.17
N 0.999588 4.964309 -1.635433 -1.19 -1.69 1.11
C -0.018731 4.372893 -2.561312 0.29 -0.96 -0.90
C 0.372577 6.193279 -1.062641 -0.45 1.14 0.07
H -0.383146 1.936792 -4.287748 -1.03 -0.71 0.80
H -1.691396 1.588243 -2.957937 0.98 -0.31 -1.11
H -1.575432 0.574571 -4.500850 0.75 0.96 1.24
H 1.171765 0.464834 -3.109708 -1.60 -0.29 0.12
H 0.050280 -0.831588 -3.719374 0.23 1.33 1.07
H -1.459160 -1.927320 -1.725788 0.95 -0.48 0.32
H -1.130706 1.606152 -0.836312 1.03 -0.96 0.30
H -1.590836 1.458792 1.292208 1.46 -0.89 0.21
H -2.503050 0.351417 3.219504 -0.59 -0.94 0.16
H 0.028494 0.955268 2.994158 0.93 -0.43 -1.38
H 2.213109 1.836570 1.660775 -0.98 -0.21 -1.43
H 1.646064 2.327760 -2.021032 -0.08 -0.36 1.60
H 2.805895 2.311431 -0.563116 -1.69 0.24 -0.61
H -0.828247 3.808554 -1.971843 0.90 0.91 -0.94
H -0.493206 5.169639 -3.233972 0.79 -1.18 1.19
H 0.524714 3.638572 -3.236405 -0.91 0.86 0.70
H -0.549697 5.876217 -0.454049 1.40 0.66 -0.58
H -0.003494 6.841821 -1.929534 0.65 -1.08 1.17
H 1.084425 6.848294 -0.471044 -0.88 -1.22 -0.55
O -1.711658 -3.892554 0.851052 0.27 -0.64 0.29
C -0.755014 -4.483422 1.296918 -0.18 0.41 -0.15
O -0.923367 -5.413515 2.249452 -0.47 -0.19 -0.08
C 0.110950 -6.295920 2.711207 0.26 0.06 0.18
C 0.950663 -5.635696 3.786144 0.04 0.21 0.03
C 0.639270 -4.126306 0.860809 0.34 -0.36 -0.50
H 0.710857 -6.666213 1.876545 -0.03 0.13 0.00
H -0.396409 -7.163963 3.135566 -0.18 0.18 -0.14
H 1.463549 -4.748466 3.408836 0.05 -0.10 -0.03
H 1.700104 -6.330847 4.169264 -0.05 0.02 -0.02
H 0.318350 -5.306913 4.614294 0.01 -0.14 -0.06
H 0.979525 -3.259488 1.430205 -0.04 -0.05 -0.02
H 0.615781 -3.874571 -0.200321 -0.13 0.20 0.18
H 1.356019 -4.937986 0.966506 0.04 0.08 0.21